# 1
Formula: C48H42AsO2P2S5Tc
Source: OMol25
Level of theory: the ωB97M-V functional and the def2-TZVPD basis

```
101
C48H42AsO2P2S5Tc | OMol25 | the ωB97M-V functional and the def2-TZVPD basis
Tc 1.10031 -0.52047 -0.05383
As 2.40968 1.10402 1.47453
S 2.55660 -2.19378 -3.29440
S -2.01057 -2.82368 -2.81945
S -0.10633 -1.10814 1.99226
S 1.63006 0.88988 -2.00503
S 1.13923 -4.12755 0.96000
P -0.29573 1.44376 -1.66042
P -1.43435 0.20631 1.15658
O 4.09500 -1.79309 -0.15884
O 0.17696 -1.89088 -1.16637
C -2.78049 0.77493 -2.62902
C -5.33318 -0.64470 0.36251
C -1.17837 3.82493 -2.83965
C -1.28520 5.20765 -2.90108
C -0.72784 5.99419 -1.90362
C -0.44763 0.79027 -0.09733
C 0.28046 -5.44916 1.62218
C 0.24969 -4.19409 -0.51524
C -2.14403 2.78255 1.83350
C -3.67681 0.34924 -3.59521
C -2.70955 3.50608 4.05321
C -1.41317 0.75391 -2.89447
C 5.20181 1.78728 3.70470
C -0.65243 -5.21571 -0.48265
C -5.27470 -1.97396 -0.03699
C -1.84660 -0.11670 -5.09073
C 1.40289 2.25947 2.65290
C 3.00792 -1.50507 -0.17876
C -0.21158 -4.29518 -3.86839
C -1.93475 1.49241 2.31381
C -2.53576 3.78808 2.70465
C 3.60551 2.34154 0.58386
C 0.05651 4.02576 -0.77862
C -4.06033 -2.64357 -0.06124
C -0.63740 -5.93367 0.74465
C -0.42706 -3.48097 -2.79553
C -2.89491 -1.98929 0.30614
C 3.35732 1.02744 5.03569
C -4.17551 0.01245 0.74461
C -2.50213 2.21780 4.53121
C 4.88442 2.65867 5.92347
C -0.94571 0.30238 -4.12296
C 3.76196 1.85577 6.07131
C 4.03911 -3.03248 -3.40576
C -3.20900 -0.08737 -4.82841
C -2.11693 1.20911 3.66200
C 0.50639 -3.18877 -1.63118
C 5.60633 2.61830 4.73963
C -0.50827 3.22983 -1.77481
C -0.05480 5.40323 -0.83999
C 4.06122 -4.13355 -2.60683
C 4.06871 0.98903 3.83885
C -2.39622 -3.65676 -4.26150
C -1.34975 -4.40105 -4.71315
C 2.85163 -4.29803 -1.88249
C 3.59483 0.13252 2.70343
C 1.93888 -3.31001 -2.12865
C -2.95235 -0.65853 0.71087
H 3.20367 1.86932 6.99864
H -3.91122 -0.41277 -5.58552
H -2.63920 2.00062 5.58246
H -1.99086 3.00820 0.78308
H 0.50172 -5.80110 2.61778
H -4.01307 -3.67900 -0.37309
H 4.90710 -4.80249 -2.53607
H 2.08866 2.92958 3.16777
H 0.86819 1.65524 3.38225
H -2.70147 4.79033 2.33095
H -1.61728 3.21502 -3.61906
H 2.65868 -5.12317 -1.21316
H 0.57995 3.55707 0.04586
H 2.48425 0.39532 5.15910
H -1.48286 -0.47446 -6.04479
H -1.30335 -5.45038 -1.31365
H 3.03095 -0.72983 3.06101
H 4.12176 2.94672 1.32730
H -1.38210 -4.99273 -5.61696
H -3.15046 1.12810 -1.67383
H 0.38434 6.01838 -0.06517
H 4.32839 1.79110 -0.01618
H -0.81505 7.07176 -1.95316
H -1.94261 -2.50535 0.27361
H 5.20222 3.30357 6.73225
H -4.22809 1.04093 1.08190
H 0.11975 0.26923 -4.31712
H -1.80680 5.66884 -3.72927
H 3.02378 2.97820 -0.07944
H -6.18272 -2.49081 -0.32105
H -6.28278 -0.12638 0.39416
H -1.94929 0.20471 4.03507
H 0.68131 2.82337 2.06693
H -1.28109 -6.77444 0.96077
H 4.42682 -0.23314 2.10114
H 6.49338 3.22787 4.62436
H -3.00665 4.29232 4.73511
H 5.78387 1.74637 2.79061
H 4.82427 -2.66846 -4.05101
H -4.73904 0.36021 -3.38707
H 0.72555 -4.80629 -4.04187
H -3.36660 -3.53415 -4.71862
```

Total charge: +1
Energy, eV: -190340.197
Spin multiplicity: 4
HOMO-LUMO gap (spin up / spin down), eV: 7.76 / 6.19
ΔE to the lowest compared entry with this formula, charge and spin, kJ/mol: 0.0
LUMO energy (spin up / spin down), eV: -2.463 / -4.301
⟨S²⟩: 3.77



# 2
Formula: C12H20O7PdS3Se2
Source: OMol25
Level of theory: the ωB97M-V functional and the def2-TZVPD basis

```
45
C12H20O7PdS3Se2 | OMol25 | the ωB97M-V functional and the def2-TZVPD basis
Pd -0.01931 0.01030 -0.17276
Se -0.37482 1.37002 1.88788
Se 2.39397 0.99177 -0.23275
S -0.65164 -3.35813 0.31179
S 0.50555 0.54864 -2.90188
S -2.52184 -0.19827 -0.98115
O 0.28525 -2.34544 0.93189
O -3.92646 -0.29989 -1.24366
O -2.21917 -0.06253 0.48195
O -1.67862 -1.24146 -1.54301
O 1.66210 1.39481 -3.12687
O 0.91802 -0.59325 -2.01041
O -0.21728 0.12131 -4.06116
C 2.31459 2.25756 1.29482
C 3.05109 -0.57914 0.75479
C 1.48718 1.76207 2.45562
C -2.82554 2.43851 -1.21847
C -1.12311 4.05254 -1.68613
C -2.41580 3.76046 -1.28269
C -0.29210 -4.88031 1.25935
C 0.16095 -3.91600 -1.19832
C -0.68318 -0.13241 3.08046
C -0.26927 3.03521 -2.08537
C -0.66491 1.69923 -2.03309
C -1.96183 1.41162 -1.57247
H -0.47698 0.17229 4.10372
H -0.07662 -0.97848 2.77004
H -0.60702 -4.71736 2.28808
H -3.81543 2.17042 -0.87251
H 1.88447 3.16189 0.86159
H 3.77142 -0.26715 1.50828
H -0.86236 -5.70224 0.82590
H -0.39049 -4.76059 -1.61017
H 3.54389 -1.19539 0.00707
H 2.22517 -1.13525 1.18629
H 3.33396 2.48130 1.61037
H 1.43882 2.52179 3.23622
H -1.73264 -0.37938 2.94575
H 1.19212 -4.17549 -0.96468
H -3.10536 4.55163 -1.01949
H 0.71537 3.25390 -2.47335
H -0.77973 5.07887 -1.71202
H 0.77511 -5.08927 1.22227
H 1.89842 0.84422 2.87325
H 0.13406 -3.08291 -1.89501
```

Energy, eV: -193776.347
HOMO-LUMO gap (spin up / spin down), eV: 6.75 / 6.73
ΔE to the lowest compared entry with this formula, charge and spin, kJ/mol: 212.4
LUMO energy (spin up / spin down), eV: -1.868 / -1.813



# 3
Formula: C2H7NO2S
Source: OMol25
Level of theory: the ωB97M-V functional and the def2-TZVPD basis

```
13
C2H7NO2S | OMol25 | the ωB97M-V functional and the def2-TZVPD basis
S -1.45306 0.48477 -0.62172
O -2.42582 -0.87983 -0.56474
O -1.71613 1.36807 0.48636
N 1.19209 0.71350 -1.25769
C 0.30257 -0.29631 -0.21193
C 0.59710 -0.14035 1.23086
H 2.11958 0.35314 -1.37592
H 0.23062 -0.99335 1.71497
H 1.11236 1.46624 -0.59755
H 0.19336 0.70677 1.63239
H 1.60853 -0.04895 1.36769
H -2.15011 -1.45206 -1.17190
H 0.38891 -1.28165 -0.63082
```

Energy, eV: -18605.369
HOMO-LUMO gap, eV: 9.87
ΔE to the lowest compared entry with this formula, charge and spin, kJ/mol: 291.8
LUMO energy, eV: 0.659



# 4
Formula: C5H4O2
Source: OMol25
Level of theory: the ωB97M-V functional and the def2-TZVPD basis

```
11
C5H4O2 | OMol25 | the ωB97M-V functional and the def2-TZVPD basis
O -1.24019 1.31068 1.89052
O -2.37386 -0.78770 1.61606
C -1.58110 0.06501 1.39982
C 0.63936 -1.24272 -1.00800
C -0.50520 0.73970 0.80754
C 0.95375 0.05371 -1.00610
C 0.51241 1.01863 0.01511
H 0.96312 -1.89976 -1.80832
H 0.04434 -1.69392 -0.21604
H 1.01690 1.97599 0.11327
H 1.57048 0.46038 -1.80386
```

Energy, eV: -9341.764
HOMO-LUMO gap, eV: 9.27
SMILES: C=C/C=C1/OC1=O
ΔE to the lowest compared entry with this formula, charge and spin, kJ/mol: 233.3
LUMO energy, eV: -0.074



# 5
Formula: H8O4
Source: OMol25
Level of theory: the ωB97M-V functional and the def2-TZVPD basis

```
12
H8O4 | OMol25 | the ωB97M-V functional and the def2-TZVPD basis
O -1.50301 1.01732 1.21874
O 3.18140 2.71931 0.20197
O -1.20183 -3.26728 -2.15570
O -0.54430 -1.17290 -0.10926
H 0.08067 -1.14171 0.59095
H -1.19385 -0.53991 0.11336
H -0.43636 -2.77491 -2.26232
H 3.87757 2.14330 0.30873
H -2.34478 0.98882 1.54888
H -1.50451 1.88506 0.78480
H 3.12508 2.94286 1.06487
H -1.53609 -2.79997 -1.30503
```

Energy, eV: -8319.139
HOMO-LUMO gap, eV: 11.01
SMILES: O.O.O.O
ΔE to the lowest compared entry with this formula, charge and spin, kJ/mol: 148.3
LUMO energy, eV: 0.359



# 6
Formula: C6H11IN
Source: OMol25
Level of theory: the ωB97M-V functional and the def2-TZVPD basis

```
19
C6H11IN | OMol25 | the ωB97M-V functional and the def2-TZVPD basis
I -2.99546 -0.25820 -0.09664
N 1.01888 0.64731 0.68201
C 0.12858 -0.48801 -0.02561
C 0.64753 -0.99629 -1.39974
C -0.13251 -1.62606 0.96645
C -0.59561 1.81912 -0.56886
C -0.17344 1.43937 0.80749
C -1.02105 0.53881 -0.01502
H -0.37613 -0.83323 -2.03096
H -0.64809 -1.09696 1.89190
H 0.74780 -2.29839 1.23137
H -0.82684 -2.34665 0.42023
H -0.17443 2.08000 1.69967
H 0.90353 -2.05895 -1.39632
H 1.65647 1.00088 0.02594
H 0.03355 1.88885 -1.43409
H -1.26400 2.66405 -0.42353
H 1.59733 0.31336 1.51273
H 1.47387 -0.38900 -1.84701
```

Total charge: +1
Energy, eV: -15982.019
HOMO-LUMO gap, eV: 9.97
SMILES: CC1(C)[NH2+][C@H]2C[C@]21I
ΔE to the lowest compared entry with this formula, charge and spin, kJ/mol: 170.8
LUMO energy, eV: -3.275



Question: Which formula does entry 3 have?
Answer: C2H7NO2S



Question: Among the records above, which one has the lowest energy?
Answer: C12H20O7PdS3Se2



Question: The lowest ΔE to the lowest compared entry with this formula, charge and spin belongs to which entry?
Answer: C48H42AsO2P2S5Tc